Record 1
Computed, not measured: a 3-piece molecular cluster, C29H52Cl3F2NO3 overall at a distorted geometry, with ωB97M-V/def2-TZVPD.

XYZ file:
```
90
Properties=species:S:1:pos:R:3:forces:R:3
C 3.69347 -2.39774 1.27423 -0.31 -0.13 0.05
F 1.71623 -7.44270 4.31234 0.05 0.01 0.03
H -2.41300 7.24618 0.42141 -0.01 0.00 0.00
Cl -2.98896 -7.77133 -0.05114 0.03 -0.04 -0.04
H 0.09902 -4.37736 -0.08710 -0.09 -0.07 0.23
C -0.25641 -4.85184 0.83369 0.08 -0.02 -0.14
C 2.32601 -2.97833 0.83576 0.09 -0.15 -0.07
H 2.98743 -2.01459 -0.96578 -0.08 -0.02 -0.01
H -0.66209 -3.11794 -1.20153 -0.03 -0.02 -0.15
H 1.38839 -6.02419 -2.08737 -0.03 0.05 -0.04
C 1.60949 -7.95525 2.02417 -0.12 -0.06 0.07
H 1.08279 -5.09751 3.94178 0.00 -0.11 -0.04
H 2.90199 -4.48457 2.20269 0.11 -0.17 -0.17
H -1.08531 -4.23788 1.20355 0.06 -0.08 0.03
C -0.16950 2.74286 -0.16948 -0.01 0.00 0.01
H 2.85644 -6.48790 2.97504 -0.07 0.00 -0.02
C 1.82924 -6.86014 3.04166 0.06 0.03 -0.08
N 0.91573 -3.99895 -2.38678 -0.41 -0.18 1.06
C 2.25359 -4.45611 1.32419 0.16 0.06 0.39
H 0.66031 -8.45969 2.22407 0.04 0.05 -0.05
C -2.34741 0.53161 0.17370 -0.01 -0.01 -0.02
C -3.04550 9.97335 -0.20182 -0.03 0.00 0.01
H -0.79172 -6.89579 1.36033 -0.03 0.06 -0.01
C 0.00781 8.45597 -1.76600 0.01 0.01 0.03
H -0.35897 -5.66446 -2.24074 0.17 0.05 -0.03
Cl 4.97217 -3.56794 1.30724 0.09 -0.09 -0.09
H 2.35776 0.07244 2.25603 0.02 -0.02 -0.06
C 3.06563 0.06474 1.42674 -0.01 0.02 0.16
C -2.07319 7.61384 -0.55094 -0.02 -0.04 0.02
C 3.98897 -1.11950 1.50234 -0.07 0.25 0.01
H -0.05043 7.64073 -2.49121 -0.01 0.01 -0.01
C -0.78545 -6.24504 0.48702 0.05 -0.04 -0.07
Cl 5.62226 -0.68184 1.88501 0.07 0.06 0.07
H -1.03763 -3.51423 -2.89149 0.04 0.03 0.05
H 3.65126 0.97975 1.49010 -0.02 -0.06 -0.13
H -0.49977 9.32119 -2.19543 0.00 0.00 0.00
H -0.72098 2.77781 0.77391 0.00 -0.01 0.00
H -1.89705 -0.02284 0.99980 0.01 0.02 0.01
H -4.04070 8.28286 -1.07884 0.00 0.01 0.01
C -3.49138 9.74339 1.23837 0.03 0.02 -0.01
O 3.09111 -4.35920 -1.91616 0.22 -0.25 0.02
H 0.62382 1.23997 -1.49739 -0.01 0.01 0.00
C -0.61105 8.04102 -0.43531 0.01 -0.03 -0.04
C -0.07755 3.81023 -2.48819 -0.04 0.00 0.00
H 0.83485 3.11637 0.05693 0.00 0.01 -0.01
C -1.37774 0.62503 -0.99986 -0.02 0.02 0.03
H 2.40801 -8.69406 2.10590 -0.04 0.06 -0.03
C 0.85731 -4.70812 1.88567 0.01 0.36 0.13
C -0.25838 -3.15066 -2.22060 0.01 0.21 -0.36
H -0.56809 4.51823 -3.15801 0.01 0.01 0.00
H -2.23800 -5.81468 -1.08426 -0.02 0.09 0.11
H 1.59896 -7.55653 1.01038 0.07 -0.05 0.06
H -0.16336 -6.09327 3.21420 0.03 0.06 -0.02
C -0.83390 3.68758 -1.16923 0.06 0.07 -0.02
C 1.11618 -2.44000 1.64856 0.10 -0.13 -0.25
H -1.86104 3.36653 -1.36462 -0.01 0.00 0.02
H -2.62581 1.51940 0.54430 0.00 0.00 0.00
H -1.85168 1.15502 -1.83142 0.01 0.00 -0.01
H -0.90751 4.67875 -0.71316 -0.04 -0.01 0.01
H -0.03889 7.20536 -0.02226 0.01 0.01 0.02
H -3.51705 10.68018 1.79637 -0.01 0.00 0.00
C 0.84192 -5.69329 3.05685 -0.09 0.00 0.05
H 0.94249 4.16323 -2.31950 0.01 -0.02 0.00
H -0.01805 2.85455 -3.01185 0.01 0.00 0.00
H -0.51489 8.85779 0.28545 -0.01 -0.01 0.01
H -2.81732 9.06731 1.76674 0.00 0.00 0.00
H -2.05529 10.43766 -0.20777 0.00 0.00 -0.02
H -0.15505 -6.71520 -0.27291 -0.02 -0.08 0.24
H -2.13601 6.75894 -1.23256 0.00 0.00 0.00
C -3.02923 8.70029 -1.04684 0.02 0.01 -0.02
H 0.68144 -5.68152 -3.66979 0.01 0.02 0.06
H 1.05913 8.72050 -1.64580 0.00 -0.01 -0.01
H -1.16875 -0.38360 -1.36576 0.00 -0.04 -0.02
C -0.05172 1.29115 -0.63651 0.04 0.01 -0.05
C 0.64423 -5.42275 -2.60815 0.00 0.00 -0.58
H -4.49275 9.30819 1.27026 0.01 -0.02 0.01
H 2.49081 0.06434 0.50153 0.00 -0.01 0.03
F 2.65280 -5.42368 0.44640 -0.20 -0.06 -0.02
H -3.26788 0.02183 -0.11571 0.00 -0.01 0.01
H 0.41829 0.70806 0.15781 -0.02 -0.02 0.02
H -2.78118 8.96271 -2.07893 0.01 -0.01 0.00
O 0.56813 -1.38969 1.52145 0.05 0.36 0.07
C -2.20703 -6.16297 -0.05162 0.00 0.04 0.00
C 2.11407 -2.60072 -0.67465 0.13 0.30 -0.10
H -0.02831 -2.12855 -2.52498 -0.03 -0.05 0.01
H -2.82979 -5.51272 0.56312 0.04 -0.05 -0.04
H 1.25896 -1.92840 -0.74046 0.00 -0.11 0.04
H -3.71849 10.69361 -0.67418 0.01 0.01 0.00
C 2.08239 -3.73497 -1.69152 0.07 0.20 -0.31
O 0.64639 -3.38029 2.48850 -0.20 -0.27 -0.06
```
Forces are in eV/Å.

* molecular weight: 607.1 g mol⁻¹
* orbital gap: 0.362 Ha
* SMILES string: C/C(Cl)=C(/Cl)[C@]1(CC(=O)N(C)C)C(=O)O[C@](CCCCl)(C[C@H](C)F)[C@H]1F.CCCCCC.CCCCCC
* max |F|: 1.15 eV/A

Electronic structure analysis, Mulliken charges in units of e: number 1, C, carries -0.978; number 2, F, carries -0.417; number 3, H, carries 0.389; number 4, Cl, carries -0.218; number 5, H, carries -1.351; number 6, C, carries -0.073; number 7, C, carries 2.849; number 8, H, carries 0.754; number 9, H, carries 0.408; number 10, H, carries 0.270; number 11, C, carries -1.241; number 12, H, carries 0.236; number 13, H, carries 1.203; number 14, H, carries 0.839; number 15, C, carries -1.284; number 16, H, carries 0.199; number 17, C, carries 0.957; number 18, N, carries 0.119; number 19, C, carries -2.052; number 20, H, carries 0.329; number 21, C, carries -1.379; number 22, C, carries -0.423; number 23, H, carries 0.488; number 24, C, carries -1.146; number 25, H, carries 0.207; number 26, Cl, carries -0.160; number 27, H, carries 0.262; number 28, C, carries -1.015; number 29, C, carries -0.344; number 30, C, carries 0.504; number 31, H, carries 0.225; number 32, C, carries -0.669; number 33, Cl, carries -0.214; number 34, H, carries 0.381; number 35, H, carries 0.490; number 36, H, carries 0.295; number 37, H, carries 0.341; number 38, H, carries 0.230; number 39, H, carries 0.395; number 40, C, carries -1.180; number 41, O, carries -0.607; number 42, H, carries 0.492; number 43, C, carries -0.453; number 44, C, carries -1.350; number 45, H, carries 0.462; number 46, C, carries 0.039; number 47, H, carries 0.393; number 48, C, carries 2.342; number 49, C, carries -1.087; number 50, H, carries 0.387; number 51, H, carries 0.228; number 52, H, carries 0.190; number 53, H, carries 0.496; number 54, C, carries 0.144; number 55, C, carries -0.423; number 56, H, carries 0.279; number 57, H, carries 0.356; number 58, H, carries 0.422; number 59, H, carries -0.048; number 60, H, carries 0.363; number 61, H, carries 0.381; number 62, C, carries -1.815; number 63, H, carries 0.291; number 64, H, carries 0.377; number 65, H, carries 0.315; number 66, H, carries 0.276; number 67, H, carries 0.237; number 68, H, carries 0.396; number 69, H, carries 0.198; number 70, C, carries -0.898; number 71, H, carries 0.346; number 72, H, carries 0.386; number 73, H, carries -0.271; number 74, C, carries 0.382; number 75, C, carries -0.927; number 76, H, carries 0.293; number 77, H, carries 0.052; number 78, F, carries -0.577; number 79, H, carries 0.425; number 80, H, carries -0.400; number 81, H, carries 0.361; number 82, O, carries -0.419; number 83, C, carries -0.729; number 84, C, carries 0.202; number 85, H, carries 0.489; number 86, H, carries 0.443; number 87, H, carries -0.129; number 88, H, carries 0.367; number 89, C, carries -0.374; number 90, O, carries -0.527

=====

Record 2
Computed, not measured: a single C6H9Cl2FO molecule at a distorted geometry, with ωB97M-V/def2-TZVPD.

XYZ file:
```
19
Properties=species:S:1:pos:R:3:forces:R:3
Cl 0.17760 -2.99125 1.26989 0.16 -0.53 0.16
C 0.17172 -0.26662 0.51114 1.99 -1.25 3.22
H 0.69647 0.48662 -2.67644 -0.13 0.84 0.79
C 0.87560 -0.56688 -0.83130 -0.96 -0.09 -0.15
C -0.77747 1.13172 -1.09363 0.10 0.02 0.05
H 1.53791 1.49388 -1.34384 -2.30 -1.12 -0.31
O 1.25083 -0.06326 1.44300 1.23 -0.32 0.63
C -0.70658 -1.45074 1.23195 1.81 0.99 -7.75
H -1.59349 0.33127 -1.20146 1.28 1.16 -1.04
C -0.52548 1.07105 0.41795 0.73 2.22 -0.98
H 0.26385 1.97369 0.60949 -1.98 -2.38 0.31
Cl -1.22580 -1.08010 2.89752 -1.75 1.10 6.18
H 0.41306 -1.51955 -1.23003 0.39 1.31 -0.27
F -1.88364 -1.59088 0.52958 0.26 -0.17 0.01
H 1.95001 -0.67909 -0.82491 0.16 -0.63 0.95
H 1.12171 -0.21524 2.39927 -0.64 0.07 -0.87
H -1.42319 1.07532 1.04263 0.16 0.54 0.01
H -0.96037 2.09536 -1.56323 -1.06 0.10 0.48
C 0.63725 0.76471 -1.58759 0.56 -1.86 -1.41
```
Forces are in eV/Å.

* molecular weight: 187.0 g mol⁻¹
* orbital gap (spin up / spin down): 0.214 / 0.188 Ha
* multiplicity: 3
* max |F|: 8.02 eV/A

Electronic structure analysis, Mulliken charges in units of e: number 1, Cl, carries -0.119; number 2, C, carries 0.897; number 3, H, carries 0.348; number 4, C, carries -0.857; number 5, C, carries -0.532; number 6, H, carries 0.263; number 7, O, carries -0.556; number 8, C, carries 0.116; number 9, H, carries 0.231; number 10, C, carries -0.821; number 11, H, carries 0.265; number 12, Cl, carries -0.016; number 13, H, carries 0.329; number 14, F, carries -0.263; number 15, H, carries 0.300; number 16, H, carries 0.369; number 17, H, carries 0.315; number 18, H, carries 0.352; number 19, C, carries -0.621

=====

Record 3
Computed, not measured: C4H13NO3 as an isolated structure at a distorted geometry, with ωB97M-V/def2-TZVPD.

XYZ file:
```
21
Properties=species:S:1:pos:R:3:forces:R:3
C -2.10933 -1.06686 1.20783 1.07 -0.26 1.79
H 0.37254 -1.19329 -0.91294 -1.04 1.66 -0.51
H -2.83935 -1.84967 1.37580 -0.06 -0.06 -0.06
N 2.58244 -0.92140 0.03001 -1.41 0.07 -0.50
H 0.53268 3.89396 -0.89832 1.55 1.22 0.14
C -0.94371 0.48876 -0.18193 -1.11 0.93 3.21
H 1.01008 -1.20772 2.75250 -0.13 0.00 -0.27
H -1.29198 -0.95502 2.08326 -2.00 0.24 -2.33
H -1.13548 1.47639 -0.53520 -0.45 0.73 -0.69
H -2.76817 -0.60243 -0.83216 0.33 0.35 1.27
O -0.03088 3.15521 -0.93884 -0.76 -3.42 -0.81
O 0.71265 -1.03170 1.84057 0.20 0.09 0.27
H 2.54500 -0.15278 -0.61841 -0.21 0.32 0.07
C -0.09585 -0.18324 -1.26240 1.72 -2.27 -0.98
H 0.61125 1.82741 -1.38288 -0.09 -0.31 -0.22
O 0.92392 0.65175 -1.63159 -0.81 2.25 0.75
H 1.91903 -0.97969 0.82890 -0.75 -0.09 -0.16
C -2.10141 -0.35467 0.04101 0.40 -0.95 -0.09
H 3.46854 -1.23393 0.25422 2.20 -0.47 0.47
H -0.84546 -0.43007 -2.09351 1.00 0.56 0.70
H -0.51649 0.66901 0.87408 0.33 -0.60 -2.04
```
Forces are in eV/Å.

* molecular weight: 123.2 g mol⁻¹
* relative energy (zero: lowest compared OMol25 entry of this formula, charge and spin): 269.1 kcal/mol
* orbital gap: 0.135 Ha
* max |F|: 3.59 eV/A

Electronic structure analysis, Mulliken charges in units of e: number 1, C, carries -0.538; number 2, H, carries 0.338; number 3, H, carries 0.306; number 4, N, carries -0.397; number 5, H, carries 0.235; number 6, C, carries -0.517; number 7, H, carries 0.217; number 8, H, carries 0.149; number 9, H, carries 0.683; number 10, H, carries 0.307; number 11, O, carries -0.800; number 12, O, carries -0.697; number 13, H, carries 0.233; number 14, C, carries -0.273; number 15, H, carries 0.459; number 16, O, carries -0.562; number 17, H, carries 0.299; number 18, C, carries -0.189; number 19, H, carries 0.227; number 20, H, carries 0.293; number 21, H, carries 0.226

=====

Record 4
Computed, not measured: a 2-piece molecular cluster, C16H22BO10P overall at a distorted geometry, with ωB97M-V/def2-TZVPD.

XYZ file:
```
50
Properties=species:S:1:pos:R:3:forces:R:3
H 7.58880 -0.99208 0.70184 -0.15 0.03 0.11
H -5.40465 -4.23127 -0.61050 1.61 2.27 1.00
C -4.09541 -3.04575 1.18357 0.14 2.01 -2.09
H 8.26974 0.45617 -1.12713 -0.15 -0.05 -0.08
H -3.27678 -4.42204 2.88950 -2.41 0.24 -1.31
C -2.24685 0.87417 0.94346 -0.99 -1.45 0.16
C 6.87098 -0.94127 -2.04995 0.37 0.05 -0.69
O 1.18911 1.09732 0.54051 -1.69 -0.52 -3.20
C 5.67123 -1.31680 -0.15303 -1.26 -1.08 1.30
H -1.40563 3.09989 3.17657 1.19 0.68 -1.25
C -0.71327 2.38418 -0.92891 1.37 -0.36 -1.46
O 1.26454 0.70478 -1.95540 -3.37 0.58 2.21
O -3.17800 2.48817 -1.01773 3.55 -0.56 -2.44
O -3.76904 3.73815 1.76646 3.55 -1.81 0.49
O -0.91351 3.48401 2.38111 -3.94 -0.96 -0.89
H -1.22454 0.48180 1.41616 -1.93 1.27 -1.48
H -5.04578 -2.19648 -2.51559 1.15 0.29 2.53
H -2.79586 -1.53807 2.61881 -1.05 -0.36 -2.27
H 0.58139 0.12019 -2.40416 1.20 1.27 0.35
H 6.61372 1.05560 -1.31790 0.12 -0.14 0.00
P -2.11818 3.62610 1.11765 -0.57 6.49 -1.84
C -3.06215 -0.43872 0.42930 -2.36 -4.34 -0.80
C 6.79220 -0.40269 0.23938 0.13 0.53 0.00
H 6.63262 -0.55890 -3.04674 -0.11 -0.27 0.16
H -4.49456 -5.27181 1.61538 0.59 2.15 1.56
C -2.09239 2.10661 -0.10436 1.30 1.90 1.86
H 2.72929 -0.37106 0.03055 -2.54 -0.15 1.40
C 7.21593 0.16754 -1.09054 0.50 0.79 -0.10
H 1.74865 -0.72002 1.70802 -0.02 1.43 -2.43
C 1.67568 -0.30908 0.58834 0.34 -1.14 -0.19
C -3.71231 -0.71698 -1.04299 -0.36 -2.14 2.27
O -3.20001 3.32108 -3.37826 5.05 -4.35 7.74
C -2.51817 2.76037 -2.33856 -2.95 2.33 -4.98
H -2.85125 1.29963 1.88232 1.09 -1.07 -2.08
C -4.28582 -4.29497 2.26790 0.35 0.46 -1.07
H -0.20394 3.44817 -0.90361 -1.63 -1.64 0.88
C -3.26673 -1.66292 1.55207 -1.66 -0.71 -3.72
H 6.44418 0.37903 0.91850 0.06 -0.40 0.15
H 7.67376 -1.68105 -2.13628 -0.07 0.03 0.01
H -3.58397 0.07338 -1.89388 -0.31 -1.62 1.88
H 0.85642 -0.99606 0.06916 1.98 1.26 0.93
C -4.57824 -2.09173 -1.43684 1.69 0.22 4.35
O 4.84818 -1.79477 0.61006 1.00 0.59 -1.62
H -5.22251 -4.12385 2.95895 2.03 -0.21 -1.31
O -1.93518 4.99591 0.28637 -0.31 -5.70 3.31
O -1.11140 2.31974 -2.37501 -4.85 1.41 1.85
B 0.57772 1.37930 -0.80429 2.64 -2.24 1.22
H -3.88351 3.10479 2.53384 -0.03 0.95 -1.18
C -4.77727 -3.26906 -0.30203 2.17 4.12 -0.02
O 5.72280 -1.57862 -1.49206 -0.46 -0.05 0.78
```
Forces are in eV/Å.

* molecular weight: 416.1 g mol⁻¹
* orbital gap: 0.304 Ha
* SMILES string: COB(O)[C@H]1OC(=O)O[C@]1(Cc1cccc(C)c1)P(=O)(O)O.O=C1CCCO1
* max |F|: 10.22 eV/A

Electronic structure analysis, Mulliken charges in units of e: number 1, H, carries 0.266; number 2, H, carries 0.213; number 3, C, carries 0.459; number 4, H, carries 0.309; number 5, H, carries 0.285; number 6, C, carries -0.608; number 7, C, carries -0.426; number 8, O, carries -0.458; number 9, C, carries 0.605; number 10, H, carries 0.365; number 11, C, carries -0.291; number 12, O, carries -0.448; number 13, O, carries -0.407; number 14, O, carries -0.524; number 15, O, carries -0.508; number 16, H, carries 0.374; number 17, H, carries 0.291; number 18, H, carries 0.216; number 19, H, carries 0.313; number 20, H, carries 0.261; number 21, P, carries 0.665; number 22, C, carries 0.379; number 23, C, carries -0.391; number 24, H, carries 0.311; number 25, H, carries 0.286; number 26, C, carries 1.319; number 27, H, carries 0.046; number 28, C, carries -0.472; number 29, H, carries 0.244; number 30, C, carries -0.348; number 31, C, carries -0.260; number 32, O, carries -0.559; number 33, C, carries 0.456; number 34, H, carries 0.233; number 35, C, carries -0.909; number 36, H, carries 0.336; number 37, C, carries -0.547; number 38, H, carries 0.248; number 39, H, carries 0.267; number 40, H, carries 0.128; number 41, H, carries 0.239; number 42, C, carries -0.510; number 43, O, carries -0.597; number 44, H, carries 0.248; number 45, O, carries -0.662; number 46, O, carries -0.324; number 47, B, carries 0.415; number 48, H, carries 0.356; number 49, C, carries -0.530; number 50, O, carries -0.350